No. 1
Below is a cluster of 8 separate species, C13H40N2O14S2 in total at a distorted geometry, with properties calculated with ωB97M-V/def2-TZVPD.

Calculated values
- Kohn-Sham gap (alpha / beta): 7.02 / 3.75 eV
- Multiplicity: 2
- Charge: -1

Structure (XYZ):
```
71
Properties=species:S:1:pos:R:3:forces:R:3:mulliken_spin:R:1
O -3.441 2.113 -2.526 -1.580 2.457 -3.255 0.000
H -2.813 2.781 -2.811 -0.017 0.182 0.613 0.000
H -3.307 1.377 -3.128 0.371 -1.885 -1.227 0.000
H -3.419 1.853 -1.602 1.021 -0.524 3.596 0.000
O -0.185 2.351 -4.010 0.019 3.002 -1.623 0.000
H -0.352 1.503 -4.428 -0.969 -2.474 -0.717 0.000
H -0.984 2.858 -3.850 -0.355 -0.264 -0.661 0.000
H 0.177 2.182 -3.137 2.374 -0.725 3.944 0.000
O -1.078 -0.281 -1.185 2.081 -2.021 1.406 -0.021
H -1.587 -0.020 -0.415 -0.910 1.125 0.979 -0.003
H -0.396 0.372 -1.362 1.744 1.963 -0.220 0.003
H -1.587 -0.437 -1.984 -2.203 -0.072 -2.265 0.009
O 0.736 1.921 -1.657 -0.239 -0.651 -0.683 0.000
H 1.636 2.106 -1.327 -0.699 -0.075 -1.127 0.000
S -2.042 -0.236 -4.414 -0.766 -0.526 -3.854 0.000
O -0.597 -0.169 -4.258 2.422 -0.629 0.431 0.000
O -2.670 -0.299 -3.102 -1.078 -1.932 3.294 0.000
O -2.415 1.128 -4.809 -1.040 2.025 -1.481 0.000
O -2.477 -1.285 -5.362 0.474 1.192 1.569 0.000
S -2.465 1.789 1.029 0.499 4.608 2.065 0.000
O -2.808 1.496 -0.378 -0.937 -0.880 -0.728 0.002
O -1.855 3.113 1.168 -0.189 0.327 -0.947 0.000
O -3.540 1.686 1.973 -1.763 -1.141 0.087 0.000
O -1.412 0.843 1.362 2.567 -3.855 0.086 0.014
C 1.590 2.746 3.352 -0.174 -0.057 0.636 0.000
C 1.405 3.071 1.853 -0.609 1.257 1.127 0.000
C 2.341 4.178 1.385 0.840 0.100 -1.179 0.000
O 2.257 4.411 -0.026 -2.162 0.164 -0.303 0.000
C 3.336 4.296 -0.886 0.471 -0.467 1.072 0.000
N 1.536 1.915 1.050 0.935 -1.970 -0.005 0.001
H 0.935 1.926 3.644 -0.043 -0.335 -0.357 0.000
H 1.245 3.512 4.046 -0.129 0.632 -0.427 0.000
H 2.573 2.503 3.756 0.456 -0.192 -0.652 0.000
H 0.378 3.436 1.829 -0.215 0.332 -0.359 0.000
H 3.385 3.927 1.575 0.238 -0.173 0.488 0.000
H 2.111 5.157 1.806 -0.083 -0.172 0.592 0.000
H 4.128 4.928 -0.483 0.565 0.163 -0.445 0.000
H 3.058 4.574 -1.903 -0.177 0.223 0.208 0.000
H 3.686 3.264 -0.912 0.319 -0.258 -0.109 0.000
H 1.230 1.976 0.089 -0.308 1.053 -0.058 0.000
H 0.846 1.236 1.338 -0.097 0.090 0.589 -0.005
C -2.572 -2.277 1.467 0.179 0.961 -0.187 0.033
C -1.174 -2.935 1.412 -1.301 -1.783 -1.761 -0.026
C -1.253 -3.840 0.117 1.392 0.225 -0.285 0.013
C 0.090 -4.302 -0.425 -0.563 -1.552 0.180 -0.013
C 1.158 -3.278 -0.574 -0.282 0.502 0.939 0.001
C 1.360 -2.325 0.689 -0.025 -1.361 -3.198 -0.017
N -0.053 -1.961 1.209 1.198 0.453 2.423 0.734
O 0.027 -1.048 2.238 1.023 -3.227 -0.852 0.112
C 2.097 -3.007 1.788 -0.484 -1.555 1.415 0.052
C 2.217 -1.179 0.248 -0.361 2.142 0.664 0.039
C -0.988 -3.889 2.643 0.630 0.489 -0.017 0.072
H -2.775 -1.868 0.477 -0.148 0.144 0.086 -0.006
H -2.748 -1.473 2.181 0.494 0.037 0.124 0.000
H -3.343 -3.022 1.660 0.328 -0.312 -0.083 -0.001
H -1.766 -4.787 0.284 -0.683 0.496 0.377 -0.002
H -1.655 -3.338 -0.762 -0.755 0.438 0.528 -0.004
H -0.144 -4.740 -1.395 0.113 0.217 -0.351 0.000
H 0.429 -5.206 0.080 0.306 0.111 0.687 0.001
H 0.897 -2.675 -1.444 0.396 0.253 0.033 -0.002
H 2.049 -3.881 -0.748 0.498 0.741 -0.104 -0.001
H 1.919 -2.532 2.752 0.017 -0.002 -0.011 0.000
H 1.702 -4.023 1.802 0.134 -0.241 0.596 -0.002
H 3.177 -3.096 1.668 -0.187 0.321 -0.489 0.004
H 2.075 -0.449 1.045 0.125 0.714 -0.379 -0.002
H 3.299 -1.300 0.280 -0.146 -0.981 0.078 -0.002
H 2.029 -0.723 -0.724 -0.609 -0.014 0.127 -0.002
H -1.964 -4.077 3.089 0.126 0.482 0.184 0.001
H -0.271 -3.449 3.336 -0.397 -0.038 0.339 0.000
H -0.624 -4.889 2.406 0.318 0.170 -0.510 -0.002
H -0.351 -0.232 1.903 -1.991 2.553 -0.654 0.021
```
Forces are in eV/Å.

No. 2
Below is a structure of composition C32H47AuN2PSSi4Te, with properties calculated with ωB97M-V/def2-TZVPD.

Calculated values
- Kohn-Sham gap (alpha / beta): 8.57 / 5.29 eV
- Multiplicity: 3
- Charge: +1
- Energy relative to the best compared isomer or geometry (same formula, charge and spin): 5.3 kcal/mol

Structure (XYZ):
```
89
Properties=species:S:1:pos:R:3:forces:R:3:mulliken_spin:R:1
Au -0.030 -0.798 0.797 -0.665 -0.131 0.261 0.180
S -0.573 0.033 3.009 0.196 -0.166 0.068 0.450
C 0.390 -1.234 3.815 -0.180 0.358 -0.237 -0.011
C 0.282 -1.424 5.189 0.039 -0.023 0.061 0.005
C 1.048 -2.415 5.773 -0.020 0.014 0.001 -0.007
C 1.906 -3.168 4.983 0.029 0.005 -0.005 0.010
C 1.944 -2.902 3.627 -0.101 -0.082 0.144 0.003
N 1.192 -1.967 3.046 0.196 -0.107 -0.124 0.011
H -0.386 -0.811 5.777 -0.009 0.041 -0.007 -0.005
H 0.982 -2.591 6.838 0.010 -0.011 0.013 -0.001
H 2.532 -3.939 5.408 0.002 -0.021 -0.002 0.001
H 2.591 -3.473 2.971 0.014 -0.012 -0.021 0.001
N 2.573 -2.237 -0.134 0.078 -0.071 -0.039 0.039
C 2.189 -2.952 -1.263 0.245 0.002 0.168 -0.004
C 3.172 -3.329 -2.186 -0.009 -0.017 -0.028 0.001
C 2.851 -4.057 -3.311 -0.040 0.004 0.013 -0.001
C 1.533 -4.439 -3.555 0.088 0.059 0.069 0.002
C 0.556 -4.050 -2.663 -0.051 0.047 -0.108 -0.002
C 0.857 -3.293 -1.525 -0.159 -0.095 -0.059 -0.011
P -0.469 -2.758 -0.429 0.131 0.357 -0.242 0.053
C -0.713 -4.076 0.782 0.067 -0.043 0.033 -0.017
C -1.839 -4.050 1.605 0.010 0.080 0.050 0.011
C -2.004 -5.016 2.581 0.016 -0.025 0.015 -0.005
C -1.042 -6.004 2.752 -0.005 0.016 0.003 0.007
C 0.086 -6.023 1.946 0.005 0.010 0.001 -0.002
C 0.253 -5.061 0.960 -0.015 -0.037 -0.035 0.010
C -1.979 -2.658 -1.410 -0.014 -0.210 0.015 0.001
C -2.334 -1.437 -1.967 0.020 0.063 -0.068 0.024
C -3.462 -1.335 -2.766 -0.042 0.016 -0.022 -0.001
C -4.246 -2.455 -3.002 0.022 -0.018 0.021 0.002
C -3.903 -3.677 -2.439 0.012 0.041 -0.008 0.000
C -2.772 -3.780 -1.646 -0.020 -0.050 0.042 0.001
H 3.558 -2.280 0.071 0.025 0.019 0.003 0.001
H 2.006 -2.320 0.700 0.083 -0.044 0.049 -0.006
H 4.201 -3.049 -1.995 0.029 0.002 0.003 0.000
H 3.635 -4.337 -4.002 0.007 -0.011 -0.014 0.000
H 1.278 -5.020 -4.428 -0.013 -0.014 -0.025 0.000
H -0.472 -4.321 -2.861 -0.057 0.003 0.010 0.000
H -2.584 -3.272 1.485 -0.009 0.010 -0.025 0.000
H -2.883 -4.999 3.210 -0.015 0.000 0.012 0.000
H -1.175 -6.760 3.513 -0.001 -0.014 0.026 0.000
H 0.834 -6.793 2.077 0.009 -0.019 0.002 0.000
H 1.126 -5.089 0.320 -0.008 -0.008 -0.004 0.000
H -1.728 -0.562 -1.772 0.026 -0.009 0.021 -0.021
H -3.732 -0.379 -3.195 -0.006 0.006 -0.012 0.000
H -5.130 -2.376 -3.620 -0.017 0.010 -0.015 0.000
H -4.515 -4.550 -2.618 -0.020 -0.012 -0.004 0.000
H -2.514 -4.734 -1.201 0.022 -0.002 0.004 0.000
C 0.814 6.535 0.461 0.003 0.058 0.008 0.008
Si 1.671 4.920 0.832 0.083 -0.088 0.043 0.045
C 1.732 4.616 2.674 0.000 -0.037 0.042 0.014
C 3.398 4.885 0.118 0.024 0.017 -0.040 0.010
Si 0.422 3.192 -0.175 -0.170 0.129 -0.082 -0.012
Te 1.712 1.186 0.577 0.149 -0.027 0.049 1.149
Si -1.859 3.245 0.398 0.064 0.014 0.021 -0.013
C -2.059 3.610 2.216 -0.038 0.044 0.030 -0.003
C -2.549 4.653 -0.623 0.009 0.012 -0.063 0.001
C -2.717 1.651 -0.050 -0.051 -0.009 0.042 -0.008
Si 0.766 3.158 -2.515 0.009 -0.068 0.058 0.057
C -0.579 2.113 -3.285 -0.038 -0.053 -0.005 -0.010
C 2.439 2.414 -2.889 0.033 0.006 -0.025 0.033
C 0.667 4.921 -3.117 0.001 0.053 -0.034 0.004
H 1.433 7.359 0.822 -0.006 0.043 0.007 0.003
H -0.151 6.600 0.966 -0.036 0.001 0.015 0.000
H 0.652 6.683 -0.607 -0.002 0.014 -0.048 -0.001
H 2.317 5.392 3.173 0.006 0.028 0.003 0.001
H 2.197 3.654 2.901 0.024 -0.017 0.019 -0.003
H 0.734 4.612 3.113 -0.029 0.001 0.023 0.000
H 4.039 5.601 0.636 0.012 0.033 0.008 0.001
H 3.398 5.144 -0.942 0.009 0.012 -0.043 0.001
H 3.855 3.899 0.221 0.021 -0.032 0.016 0.000
H -1.669 4.594 2.479 0.002 0.035 -0.023 0.000
H -1.549 2.873 2.832 0.048 -0.094 0.084 0.000
H -3.120 3.592 2.477 -0.010 0.008 0.020 0.001
H -1.984 5.575 -0.480 0.014 0.042 0.009 0.000
H -3.584 4.851 -0.336 -0.045 0.004 0.010 0.000
H -2.541 4.414 -1.687 -0.002 0.008 -0.041 0.000
H -2.361 0.823 0.563 0.013 -0.087 0.025 0.001
H -2.568 1.393 -1.098 -0.010 0.021 -0.054 0.000
H -3.791 1.751 0.125 -0.032 -0.003 -0.008 0.000
H -0.637 1.139 -2.795 0.019 -0.031 -0.021 0.005
H -0.371 1.939 -4.343 0.001 0.010 -0.031 0.002
H -1.557 2.590 -3.209 -0.031 0.014 0.014 0.000
H 2.456 1.348 -2.658 0.002 -0.050 -0.004 -0.010
H 3.233 2.895 -2.317 0.045 0.030 0.018 -0.003
H 2.673 2.529 -3.949 0.007 -0.005 -0.031 0.002
H -0.254 5.411 -2.799 -0.031 0.010 0.005 0.000
H 0.696 4.942 -4.208 0.006 0.012 -0.034 0.002
H 1.509 5.512 -2.752 0.022 0.032 0.011 0.000
```
Forces are in eV/Å.

No. 3
Below is a structure of composition C4H4IrO2 at a distorted geometry, with properties calculated with ωB97M-V/def2-TZVPD.

Calculated values
- Kohn-Sham gap (alpha / beta): 8.26 / 8.22 eV
- Multiplicity: 5
- Charge: +3
- Energy relative to the best compared isomer or geometry (same formula, charge and spin): 0.0 kcal/mol

Structure (XYZ):
```
11
Properties=species:S:1:pos:R:3:forces:R:3:mulliken_spin:R:1
H 1.460 0.286 0.218 -0.861 0.789 0.234 -0.005
O 1.347 -2.680 -0.604 -2.769 0.570 -0.546 0.001
C 0.448 -2.008 -0.723 4.405 -1.310 0.748 0.007
C -0.205 -0.733 -0.725 -1.939 0.270 -0.328 -0.022
C 0.347 0.173 0.405 1.010 -0.993 -1.194 0.173
C -0.386 1.462 0.500 1.565 -1.306 1.763 0.097
O -0.404 2.104 1.574 1.848 -1.057 1.713 0.487
Ir -1.613 2.967 0.291 -2.972 2.802 -2.436 3.263
H -1.282 -0.930 -0.587 0.124 0.100 -0.259 -0.001
H -0.037 -0.325 -1.737 -0.079 -0.114 0.108 0.003
H 0.324 -0.314 1.389 -0.333 0.248 0.198 -0.003
```
Forces are in eV/Å.

No. 4
Below is the molecule C7H12Si at a distorted geometry, with properties calculated with ωB97M-V/def2-TZVPD.

Calculated values
- Kohn-Sham gap: 9.31 eV
- Energy relative to the best compared isomer or geometry (same formula, charge and spin): 62.9 kcal/mol

Structure (XYZ):
```
20
Properties=species:S:1:pos:R:3:forces:R:3:nbo_charge:R:1
C -1.098 -1.504 -1.883 1.663 -3.302 0.966 -0.242
C -0.729 -2.241 -0.824 0.344 1.722 2.441 -0.177
C 2.176 2.110 1.213 0.869 3.174 1.448 -0.345
C 1.903 0.958 0.685 -2.329 -1.389 -1.061 -0.637
C -0.636 -0.173 -2.126 3.635 1.198 1.622 -0.651
C 0.030 -1.645 0.436 0.382 -0.536 0.966 -0.936
C -1.252 1.273 1.191 2.036 1.279 -0.670 -1.106
Si 0.125 0.284 0.245 -0.219 -0.760 -1.466 1.461
H -1.572 -2.141 -2.617 -0.586 0.447 -0.562 0.208
H -1.128 -3.198 -0.587 -0.242 -0.897 -0.503 0.195
H 3.231 2.350 1.503 -0.960 -0.166 -0.302 0.191
H 1.474 2.957 1.433 0.403 -1.095 -0.287 0.192
H 2.758 0.351 0.556 0.639 -1.051 -0.337 0.215
H 0.203 0.011 -2.910 -1.658 -0.378 1.397 0.229
H -1.514 0.337 -2.276 -1.601 2.338 -0.775 0.197
H -0.480 -1.988 1.481 1.074 0.735 -2.518 0.239
H 1.132 -2.034 0.496 -1.914 0.536 -0.155 0.243
H -1.925 0.544 1.505 -1.343 -1.291 0.691 0.235
H -0.951 1.909 2.092 -0.254 -0.800 -1.494 0.247
H -1.746 1.841 0.387 0.061 0.236 0.600 0.244
```
Forces are in eV/Å.

No. 5
Below is the molecule CH4N2O at a distorted geometry, with properties calculated with ωB97M-V/def2-TZVPD.

Calculated values
- Structure (SMILES): [H]/N=C\NO
- Kohn-Sham gap: 9.92 eV
- Energy relative to the best compared isomer or geometry (same formula, charge and spin): 126.9 kcal/mol

Structure (XYZ):
```
8
Properties=species:S:1:pos:R:3:forces:R:3:nbo_charge:R:1
H -2.305 0.794 0.052 2.154 -2.824 -0.968 0.336
N -1.855 -0.235 -0.169 1.345 2.393 2.863 -0.669
C -0.559 -0.482 0.043 -2.313 2.326 -3.979 0.219
N 0.590 0.348 -0.284 -0.836 -0.432 0.448 -0.392
O 1.934 -0.406 -0.182 -2.872 4.495 5.005 -0.534
H -0.373 -1.487 -0.266 0.832 -0.902 0.654 0.184
H 0.611 1.386 -0.012 0.266 -2.215 -0.377 0.379
H 1.956 0.083 0.816 1.424 -2.841 -3.646 0.476
```
Forces are in eV/Å.

No. 6
Below is a cluster of 2 separate species, C19H21F2 in total at a distorted geometry, with properties calculated with ωB97M-V/def2-TZVPD.

Calculated values
- Kohn-Sham gap: 4.46 eV
- Charge: +1
- Energy relative to the best compared isomer or geometry (same formula, charge and spin): 14.6 kcal/mol

Structure (XYZ):
```
42
Properties=species:S:1:pos:R:3:forces:R:3:nbo_charge:R:1
C 0.010 -0.810 -2.960 -0.284 -0.122 -0.056 -0.640
C 0.773 0.476 -2.944 0.364 0.074 0.081 -0.018
C 0.007 1.760 -2.946 -0.278 0.155 -0.016 -0.643
C 2.112 0.477 -2.943 -0.343 -0.019 0.052 0.010
C 2.876 1.763 -2.947 0.286 0.151 -0.020 -0.645
C 2.878 -0.807 -2.951 0.292 -0.140 -0.045 -0.644
H -1.069 -0.646 -2.940 0.025 0.050 -0.038 0.208
H 0.234 -1.388 -3.858 -0.004 -0.153 0.056 0.233
H 0.262 -1.428 -2.096 0.097 -0.251 0.036 0.188
H -1.071 1.594 -2.945 0.048 -0.015 -0.020 0.210
H 0.243 2.361 -2.066 0.031 0.166 -0.012 0.211
H 0.242 2.357 -3.829 0.001 0.118 0.041 0.229
H 3.955 1.598 -2.948 -0.087 -0.025 -0.006 0.218
H 2.639 2.358 -3.830 -0.019 0.114 0.035 0.227
H 2.640 2.364 -2.067 -0.034 0.154 -0.012 0.211
H 3.956 -0.640 -2.954 -0.092 0.013 0.000 0.221
H 2.645 -1.410 -2.072 -0.017 -0.176 0.006 0.203
H 2.640 -1.401 -3.836 -0.012 -0.124 0.029 0.226
F -4.994 -1.174 3.406 0.803 -0.171 -0.962 -0.292
C -4.131 -1.381 2.380 0.294 0.243 0.384 0.382
C -4.533 -2.084 1.257 -0.563 -0.074 0.186 -0.141
C -3.655 -2.296 0.213 0.010 -0.106 -0.210 -0.216
C -2.373 -1.815 0.283 0.541 0.114 -0.127 -0.072
C -1.918 -1.088 1.405 -0.273 -0.092 0.016 -0.195
C -0.581 -0.613 1.384 -0.274 0.177 0.488 0.157
C 0.200 0.130 2.308 0.142 0.066 0.186 -0.096
C 1.515 0.473 1.926 -0.146 -0.245 -0.392 -0.092
C 2.328 1.212 2.749 0.148 -0.019 -0.163 -0.217
C 1.868 1.641 3.977 0.053 0.273 0.478 -0.141
C 0.590 1.314 4.399 -0.423 -0.045 0.028 0.394
F 0.135 1.745 5.603 0.433 -0.463 -1.093 -0.292
C -0.220 0.563 3.582 -0.419 0.136 0.699 -0.196
C -2.847 -0.890 2.446 -0.472 0.214 0.611 -0.132
H -5.543 -2.449 1.213 -0.291 -0.134 -0.033 0.255
H -3.979 -2.839 -0.662 -0.044 -0.042 -0.012 0.251
H -1.693 -1.993 -0.532 0.162 -0.021 -0.218 0.233
H -0.056 -0.849 0.474 0.189 -0.101 -0.342 0.226
H 1.882 0.144 0.970 0.080 -0.047 -0.274 0.232
H 3.329 1.460 2.432 0.077 0.040 0.005 0.250
H 2.489 2.230 4.625 0.230 0.179 0.192 0.255
H -1.179 0.310 3.975 -0.239 -0.004 0.151 0.227
H -2.606 -0.330 3.320 0.008 0.151 0.289 0.218
```
Forces are in eV/Å.

No. 7
Below is the molecule C2H5NO2 at a distorted geometry, with properties calculated with ωB97M-V/def2-TZVPD.

Calculated values
- Structure (SMILES): NCC(=O)O
- Kohn-Sham gap: 10.50 eV
- Energy relative to the best compared isomer or geometry (same formula, charge and spin): 8.8 kcal/mol

Structure (XYZ):
```
10
Properties=species:S:1:pos:R:3:forces:R:3:nbo_charge:R:1
N 0.063 0.816 -1.568 0.379 0.393 -2.042 -0.865
C 0.710 0.664 -0.299 0.224 0.705 1.930 -0.356
C -0.072 -0.312 0.639 0.951 0.461 0.295 0.775
O 0.176 -0.399 1.829 -0.706 -0.258 -1.905 -0.580
O -0.954 -1.038 -0.066 -0.195 0.098 0.897 -0.681
H 0.713 0.576 -2.337 -0.729 0.076 0.666 0.377
H -0.225 1.777 -1.771 0.026 -0.523 0.355 0.381
H 0.796 1.633 0.257 -0.015 -0.829 -0.417 0.218
H 1.728 0.269 -0.399 -0.231 0.007 0.102 0.221
H -1.055 -0.572 -0.929 0.296 -0.130 0.122 0.509
```
Forces are in eV/Å.